Arrangement 1

ORCA calculation (ωB97M-V with the def2-TZVPD basis set) on a gas-phase ion, C5H11NO (charge -1).

```
! wB97M-V def2-TZVPD RIJCOSX def2/J DEFGRID3
* xyz -1 2
C 0.284 -0.520 2.178
N -0.421 0.576 1.580
C 1.119 -0.241 -1.908
C 0.306 -0.708 -0.638
C -0.335 0.657 0.000
C -1.616 1.079 -0.640
O -2.109 0.490 -1.595
H -0.201 -1.503 1.867
H 0.491 -0.369 3.323
H 1.348 -0.491 1.773
H -1.362 0.662 1.944
H 1.598 0.642 -1.715
H 0.444 -0.021 -2.701
H 1.873 -0.931 -2.349
H 0.964 -1.049 0.060
H -0.497 -1.498 -0.799
H 0.452 1.488 -0.295
H -2.340 1.736 -0.086
*
```

Calculated values
<S²>: 0.7537
Frontier orbital gap (spin up / spin down) (Ha): 0.126 / 0.260



Arrangement 2

ORCA calculation (ωB97M-V with the def2-TZVPD basis set) on 2 unconnected molecules or ions with the total composition C5H11NO.

```
! wB97M-V def2-TZVPD RIJCOSX def2/J DEFGRID3
* xyz -1 2
C 2.255 0.483 0.025
N 1.049 1.004 -0.678
C -0.129 0.934 -0.015
C -0.371 1.084 1.363
C -2.465 1.243 -0.653
C -1.187 1.028 -1.005
H 2.136 -0.546 0.251
H 2.305 1.043 1.013
H 3.215 0.564 -0.496
H 0.881 1.064 -1.707
H 0.264 0.536 2.081
H -1.154 1.778 1.744
H -2.711 1.931 0.165
H -3.260 0.868 -1.313
H -0.858 0.698 -1.924
H 0.220 -4.829 1.102
H 0.016 -4.078 -0.196
O -0.206 -4.804 0.244
*
```

Calculated values
<S²>: 0.7621
Frontier orbital gap (spin up / spin down) (Ha): 0.121 / 0.189



Arrangement 3

ORCA calculation (ωB97M-V with the def2-TZVPD basis set) on 2 unconnected molecules or ions with the total composition C5H11NO.

```
! wB97M-V def2-TZVPD RIJCOSX def2/J DEFGRID3
* xyz -1 2
N 1.607 1.105 -1.051
C 1.044 -0.179 -0.817
C 1.554 -1.449 -0.858
C -2.730 0.295 0.183
C -1.331 -0.290 0.247
C -0.398 0.098 -0.712
H 1.412 1.825 -0.314
H 2.646 0.976 -1.096
H 2.583 -1.786 -0.706
H 0.863 -2.256 -1.071
H -2.811 0.990 -0.670
H -3.569 -0.408 0.060
H -3.011 0.894 1.061
H -1.138 -0.914 1.122
H -0.689 0.858 -1.442
H 0.854 -0.074 1.400
H 1.655 -0.125 2.708
O 1.460 0.439 1.956
*
```

Calculated values
<S²>: 0.7611
Frontier orbital gap (spin up / spin down) (Ha): 0.127 / 0.259



Arrangement 4

ORCA calculation (ωB97M-V with the def2-TZVPD basis set) on 2 unconnected molecules or ions with the total composition C5H11NO.

```
! wB97M-V def2-TZVPD RIJCOSX def2/J DEFGRID3
* xyz -1 2
C 0.128 -2.113 1.211
N -2.058 -0.013 0.127
C -0.647 0.027 0.005
C 0.356 -0.890 0.304
C 1.721 -0.631 -0.230
C 2.030 0.209 -1.290
H 0.111 -3.086 0.726
H 1.052 -2.269 1.812
H -0.646 -1.946 1.978
H -2.319 -0.619 0.904
H -2.664 -0.184 -0.660
H -0.238 1.053 0.067
H 2.441 -1.404 0.076
H 1.640 1.224 -1.311
H 2.768 -0.156 -2.003
H -0.837 3.127 -1.070
H -1.680 4.225 -0.424
O -1.160 3.444 -0.222
*
```

Calculated values
<S²>: 0.7721
Frontier orbital gap (spin up / spin down) (Ha): 0.130 / 0.196



Which one sits at the top of the stability order? arrangement 3 does.



Arrangement 1

ORCA calculation (ωB97M-V with the def2-TZVPD basis set) on 2 unconnected molecules or ions with the total composition C3H11NO2.

```
! wB97M-V def2-TZVPD RIJCOSX def2/J DEFGRID3
* xyz 0 1
N -2.793 1.248 -2.050
C -1.573 0.953 -1.374
C -1.204 -0.381 -0.795
C 0.295 -0.642 -0.949
O 0.738 -1.803 -0.267
H -2.779 1.024 -3.058
H -3.551 0.603 -1.800
H -1.344 1.798 -0.593
H -0.799 1.286 -2.079
H -1.409 -0.443 0.289
H -1.594 -1.249 -1.386
H 0.549 -0.725 -2.009
H 0.722 0.287 -0.440
H 0.605 -1.525 0.648
O 4.823 0.086 5.609
H 4.353 0.337 4.805
H 4.960 -0.855 5.449
*
```

Calculated values
Frontier orbital gap (Ha): 0.369



Arrangement 2

ORCA calculation (ωB97M-V with the def2-TZVPD basis set) on 2 unconnected molecules or ions with the total composition C3H11NO2.

```
! wB97M-V def2-TZVPD RIJCOSX def2/J DEFGRID3
* xyz 0 1
N -0.433 2.952 1.079
C -1.432 2.033 0.577
C -0.903 1.150 -0.562
C -1.541 -0.211 -0.671
O -0.600 -1.070 -1.373
H -0.475 3.847 0.619
H -0.442 3.073 2.078
H -2.301 2.607 0.210
H -1.846 1.351 1.313
H -0.816 1.655 -1.535
H 0.166 1.000 -0.380
H -1.734 -0.674 0.295
H -2.439 -0.174 -1.300
H -1.072 -1.678 -1.944
O 5.652 -5.198 0.411
H 5.204 -4.892 1.203
H 5.012 -5.771 -0.020
*
```

Calculated values
Frontier orbital gap (Ha): 0.373



Which one sits at the top of the stability order? arrangement 2 does.



Arrangement 1

ORCA calculation (ωB97M-V with the def2-TZVPD basis set) on 2 unconnected molecules or ions with the total composition C3H3P.

```
! wB97M-V def2-TZVPD RIJCOSX def2/J DEFGRID3
* xyz 0 1
C 0.238 -0.458 -1.333
C -0.718 0.606 1.073
C -0.538 1.702 1.486
P 0.356 -1.999 -1.769
H -0.063 0.519 -0.910
H -0.295 2.428 2.206
H 1.020 -2.799 -0.753
*
```

Calculated values
Frontier orbital gap (spin up / spin down) (Ha): 0.339 / 0.223



Arrangement 2

ORCA calculation (ωB97M-V with the def2-TZVPD basis set) on a single C3H3P molecule.

```
! wB97M-V def2-TZVPD RIJCOSX def2/J DEFGRID3
* xyz 0 1
H -2.600 -0.658 -0.409
P -1.811 0.347 0.192
C -0.338 -0.582 0.187
C 0.812 0.161 0.193
C 1.846 0.843 0.157
H -0.468 -1.673 -0.204
H 2.559 1.562 -0.116
*
```

Calculated values
Frontier orbital gap (Ha): 0.292



Which one sits at the top of the stability order? arrangement 2 does.



Arrangement 1

ORCA calculation (ωB97M-V with the def2-TZVPD basis set) on a molecular structure, C3H3P.

```
! wB97M-V def2-TZVPD RIJCOSX def2/J DEFGRID3
* xyz 0 1
C -2.225 0.413 -0.003
C -1.046 0.743 -0.075
C 1.710 -0.493 0.119
P 1.375 1.131 -0.067
H -3.225 0.268 0.184
H 2.645 -0.896 -0.117
H 0.767 -1.166 -0.040
*
```

Calculated values
Frontier orbital gap (Ha): 0.331



Arrangement 2

ORCA calculation (ωB97M-V with the def2-TZVPD basis set) on a single C3H3P molecule.

```
! wB97M-V def2-TZVPD RIJCOSX def2/J DEFGRID3
* xyz 0 1
H 2.777 -0.755 -0.266
P 1.874 0.374 0.024
C 0.333 -0.436 0.090
C -0.857 0.161 0.073
C -1.894 0.837 0.091
H 0.551 -1.550 0.110
H -2.783 1.370 -0.123
*
```

Calculated values
Frontier orbital gap (Ha): 0.292



Which one sits at the top of the stability order? arrangement 2 does.



Arrangement 1

ORCA calculation (ωB97M-V with the def2-TZVPD basis set) on a gas-phase ion, C17H28BrN2O2 (charge +1).

```
! wB97M-V def2-TZVPD RIJCOSX def2/J DEFGRID3
* xyz 1 1
C 5.147 -1.061 0.212
C 4.392 0.113 0.512
C 3.459 1.498 0.589
C 2.132 1.232 1.549
C 0.912 0.641 0.624
C 0.843 -0.994 0.533
C 1.484 -2.079 -0.515
O 2.275 -1.538 -1.661
C 1.201 -1.105 -2.615
C 1.692 -1.065 -4.178
N 1.137 -3.503 -0.139
Br 1.699 -5.030 -1.100
C 0.268 -3.413 1.131
N 0.098 -1.931 1.483
C -0.735 -1.426 2.658
C -2.147 -0.707 2.211
C -2.662 -1.084 0.701
C -3.966 -0.151 0.228
C -3.447 1.229 -0.520
O -2.388 1.949 0.217
C -1.725 2.957 -0.654
C -0.843 4.001 0.259
H 5.477 -2.085 -0.285
H 3.078 1.761 -0.502
H 4.055 2.419 1.021
H 2.395 0.458 2.414
H 1.860 2.246 2.108
H -0.112 0.988 1.129
H 1.003 1.089 -0.455
H 0.306 -1.863 -2.446
H 0.863 -0.015 -2.329
H 2.836 -1.312 -4.192
H 1.431 -0.003 -4.655
H 1.038 -1.842 -4.790
H -0.190 -4.329 1.728
H -1.045 -2.393 3.281
H -0.106 -0.748 3.399
H -2.018 0.449 2.413
H -2.981 -1.111 2.960
H -2.943 -2.244 0.697
H -1.863 -0.950 -0.146
H -4.727 0.044 1.095
H -4.535 -0.810 -0.587
H -4.331 1.993 -0.705
H -2.984 0.946 -1.584
H -2.505 3.596 -1.249
H -0.995 2.463 -1.435
H -0.471 3.380 1.206
H -1.471 4.907 0.655
H 0.108 4.434 -0.275
*
```

Calculated values
Frontier orbital gap (Ha): 0.269



Arrangement 2

ORCA calculation (ωB97M-V with the def2-TZVPD basis set) on a gas-phase ion, C17H28BrN2O2 (charge +1).

```
! wB97M-V def2-TZVPD RIJCOSX def2/J DEFGRID3
* xyz 1 1
C -4.602 -0.308 0.601
O -3.374 -1.015 0.727
C -2.269 -0.406 0.200
C -1.559 -1.112 -0.764
C -0.436 -0.600 -1.396
C 0.281 -1.397 -2.451
N 1.642 -1.718 -2.015
C 2.405 -2.546 -2.939
C 3.886 -2.168 -2.758
N 3.943 -0.693 -2.664
C 4.979 -0.188 -1.759
C 4.033 -0.040 -3.976
C -0.042 0.677 -1.022
Br 1.465 1.493 -1.849
C -0.691 1.392 -0.040
C -1.802 0.859 0.610
O -2.386 1.629 1.559
C -2.604 1.050 2.855
C -3.621 1.921 3.613
C -2.849 2.543 4.779
C -1.766 1.513 5.082
C -1.311 1.080 3.691
H -5.324 -0.863 1.195
H -4.921 -0.296 -0.446
H -4.533 0.718 0.966
H -1.932 -2.088 -1.034
H -0.302 -2.299 -2.676
H 0.364 -0.806 -3.371
H 1.603 -2.146 -1.094
H 2.081 -2.314 -3.956
H 2.275 -3.623 -2.788
H 4.500 -2.532 -3.581
H 4.259 -2.593 -1.826
H 2.986 -0.484 -2.251
H 4.889 0.893 -1.677
H 5.968 -0.437 -2.141
H 4.859 -0.621 -0.769
H 5.016 -0.213 -4.411
H 3.272 -0.432 -4.645
H 3.871 1.029 -3.861
H -0.356 2.376 0.252
H -2.963 0.023 2.748
H -4.437 1.301 3.981
H -4.035 2.676 2.946
H -2.388 3.481 4.467
H -3.491 2.743 5.634
H -2.194 0.664 5.616
H -0.950 1.920 5.676
H -0.644 1.834 3.270
H -0.796 0.119 3.689
*
```

Calculated values
Frontier orbital gap (Ha): 0.325



Which one sits at the top of the stability order? arrangement 2 does.



Arrangement 1

ORCA calculation (ωB97M-V with the def2-TZVPD basis set) on a gas-phase ion, C4H9NO2 (charge +1).

```
! wB97M-V def2-TZVPD RIJCOSX def2/J DEFGRID3
* xyz 1 2
C -0.183 -0.043 0.306
C -1.116 -0.179 -0.909
C -1.531 -1.608 -1.078
O -1.863 -2.098 -2.117
N 0.428 1.267 0.379
C 1.307 1.600 1.477
O 2.352 0.656 1.507
H -0.766 -0.080 1.232
H 0.584 -0.838 0.242
H -0.711 0.203 -1.850
H -2.017 0.418 -0.738
H -1.485 -2.293 -0.202
H 0.980 1.422 -0.480
H 1.743 2.592 1.371
H 0.738 1.589 2.409
H 3.173 1.105 1.300
*
```

Calculated values
<S²>: 0.7553
Frontier orbital gap (spin up / spin down) (Ha): 0.379 / 0.173



Arrangement 2

ORCA calculation (ωB97M-V with the def2-TZVPD basis set) on 3 unconnected molecules or ions with the total composition C4H9NO2.

```
! wB97M-V def2-TZVPD RIJCOSX def2/J DEFGRID3
* xyz 1 2
C 2.495 0.879 -0.237
C 1.874 -0.350 -0.586
N 0.587 -0.317 -0.180
C 0.288 0.911 0.289
C 1.516 1.662 0.301
H 3.433 1.249 -0.593
H 2.230 -1.182 -1.181
H -0.049 -1.106 -0.240
H -0.593 1.223 0.831
H 1.586 2.689 0.603
H -1.261 -1.966 2.816
H -1.714 -0.747 1.993
O -1.937 -1.283 2.754
H -2.199 -0.655 -2.642
H -3.445 -0.141 -2.006
O -2.812 -0.867 -1.920
*
```

Calculated values
<S²>: 0.7631
Frontier orbital gap (spin up / spin down) (Ha): 0.391 / 0.249



Which one sits at the top of the stability order? arrangement 2 does.